No. 1
C5H12N2OSi | ωB97M-V with the def2-TZVPD basis set

```
! RIJCOSX wB97M-V def2-TZVPD def2/J DEFGRID3
* xyz 0 1
C -3.9208 0.5072 -0.1439
C -2.9696 -0.3659 -0.3592
C -1.6381 -0.2743 0.2623
O -1.4819 0.3412 1.2743
N -0.7826 -1.0152 -0.4030
Si 0.8237 -1.3192 0.1800
N 1.8675 0.0609 0.3594
C 1.2566 1.3688 0.4207
C 3.2256 0.0398 -0.1394
H -4.8631 0.5771 -0.7046
H -3.9122 0.9220 0.7776
H -2.9301 -0.9639 -1.2830
H -1.0076 -1.4184 -1.3542
H 0.4664 -1.8265 1.5080
H 1.6330 -1.9022 -0.8334
H 0.4527 1.3116 1.1482
H 2.0974 2.0334 0.7267
H 0.9309 1.7486 -0.5943
H 3.7743 -0.9017 -0.1353
H 3.1005 0.3631 -1.1600
H 3.8776 0.7135 0.4529
*
```

The structure (SMILES) is C=CC(=O)N[SiH2]N(C)C. Its frontier orbital gap is 0.3261 Ha. The calculated total energy is -671.927762 hartree. The value obtained for the largest force on an atom is 0.08872 hartree/bohr.

Atomic partial charges in e from the natural (NBO) method, atoms 1 to 4: -0.296, -0.282, 0.635, -0.608

---

No. 2
C6H10AlIN3O | ωB97M-V with the def2-TZVPD basis set

```
! RIJCOSX wB97M-V def2-TZVPD def2/J DEFGRID3
* xyz -1 1
I -0.0818 -2.2759 1.7161
Al 1.1923 -1.2476 -0.3621
C 1.8783 0.5668 0.3043
C 3.2393 0.6981 0.5211
C 3.7226 1.9085 0.9782
C 2.7849 2.8797 1.1847
C 1.4495 2.6856 0.9686
N 0.9703 1.5322 0.5052
H 0.1930 -1.0253 -1.5984
H 2.3817 -2.2021 -0.8489
H 3.9207 -0.1259 0.3564
H 4.7768 2.0816 1.1552
H 3.1106 3.8528 1.5475
H 0.7448 3.4865 1.1754
C -3.5105 -1.9936 -1.1763
O -2.9034 -2.8946 -1.7225
N -3.1681 -1.4809 0.0373
N -4.6205 -1.4113 -1.7550
H -3.6777 -0.7427 0.4821
H -2.3564 -1.8627 0.5128
H -4.9049 -1.7607 -2.6495
H -5.1413 -0.6684 -1.3321
*
```

Its frontier orbital gap is 0.2945 Ha. The calculated total energy is -1014.407655 hartree. The relative energy (zero: lowest compared OMol25 entry of this formula, charge and spin) is 4.17 kcal/mol. The value obtained for the largest force on an atom is 0.05037 hartree/bohr.

Atomic partial charges in e from the natural (NBO) method, atoms 1 to 4: -0.560, 1.006, -0.221, -0.269

---

No. 3
C3H4FOS | ωB97M-V with the def2-TZVPD basis set

```
! RIJCOSX wB97M-V def2-TZVPD def2/J DEFGRID3
* xyz -1 1
C -0.6446 -1.3147 2.1800
C 0.5070 0.0875 -1.3439
C 0.1196 0.9923 -0.1976
O -0.7603 -2.2051 1.4188
F -1.2572 1.3714 -0.3761
S -0.4759 -0.4079 3.4431
H 0.0120 -0.8808 -1.2371
H 0.2447 0.4821 -2.3424
H 1.5868 -0.0754 -1.3186
H 0.6678 1.9504 -0.2262
*
```

Its frontier orbital gap (spin up / spin down) is 0.1531 / 0.1531 Ha. The calculated total energy is -689.955804 hartree. The relative energy (zero: lowest compared OMol25 entry of this formula, charge and spin) is 48.57 kcal/mol. The value obtained for the largest force on an atom is 0.04698 hartree/bohr.

Atomic partial charges in e from the natural (NBO) method, atoms 1 to 4: 0.450, -0.688, -0.287, -0.496

---

Question: Which of these has the highest calculated total energy?
Answer: C5H12N2OSi